Record 1
Computed, not measured: an isolated ion of composition C6H8N and charge +1 in a non-equilibrium geometry, with ωB97M-V/def2-TZVPD.

Properties
2S+1	1
energy above the lowest of the compared OMol25 structures with the same formula, charge and spin	725.3	kJ/mol
lowest unoccupied orbital energy	-5.39	eV
total charge	+1

Last column: natural (NBO) charge in e.
CARTESIAN COORDINATES (ANGSTROEM)
C 1.06 0.91 -0.68  -0.1570
C -0.34 1.52 -0.14  -0.4537
C -0.16 -1.43 -0.17  -0.2213
C 0.95 0.83 0.79  -0.1048
C 1.13 -0.50 -0.10  -0.2223
C -1.61 1.00 -0.08  0.2968
N -1.46 -0.59 0.07  -0.6235
H 1.77 1.42 -1.34  0.2926
H -0.36 2.64 -0.14  0.2858
H -0.08 -1.96 -1.07  0.2391
H -0.29 -2.02 0.73  0.2242
H 1.35 1.06 1.77  0.2923
H 2.02 -1.08 -0.01  0.2675
H -2.20 -1.03 -0.58  0.4574
H -1.78 -0.78 0.96  0.4270



Record 2
Computed, not measured: an isolated ion of composition C6H8N and charge +1 in a non-equilibrium geometry, with ωB97M-V/def2-TZVPD.

Properties
2S+1	1
energy above the lowest of the compared OMol25 structures with the same formula, charge and spin	845.2	kJ/mol
lowest unoccupied orbital energy (spin up / spin down)	-5.85 / -3.73	eV
total charge	+1

Last column: natural (NBO) charge in e.
CARTESIAN COORDINATES (ANGSTROEM)
C 2.31 -0.46 -0.33  -0.3132
C 2.63 0.33 -1.25  -0.0174
C -1.58 0.04 -0.25  -0.1844
C 0.88 -0.45 0.22  -0.2655
C -0.18 0.29 -0.76  -0.2560
C 0.28 0.82 0.62  0.2274
N -1.14 0.71 1.09  -0.5602
H 2.95 -1.14 0.26  0.2576
H 2.43 0.74 -2.19  0.2095
H -2.43 0.63 -0.56  0.2506
H -1.76 -1.02 0.10  0.2403
H 0.67 -1.36 0.63  0.2322
H 0.17 0.64 -1.75  0.2773
H -1.48 1.68 1.18  0.4580
H -1.19 0.10 1.95  0.4439



Record 3
Computed, not measured: an isolated ion of composition C6H8N and charge +1 in a non-equilibrium geometry, with ωB97M-V/def2-TZVPD.

Properties
2S+1	3
energy above the lowest of the compared OMol25 structures with the same formula, charge and spin	87.9	kJ/mol
<S²>	2.01
lowest unoccupied orbital energy (spin up / spin down)	-2.85 / -7.74	eV
total charge	+1

Last column: natural (NBO) charge in e.
CARTESIAN COORDINATES (ANGSTROEM)
C 1.20 -1.19 -0.11  -0.0400
C -0.16 -0.80 -0.05  0.2083
C -1.66 -0.95 0.06  -0.4512
C -1.71 0.63 -0.07  -0.4014
C 1.20 1.12 0.04  -0.2915
C -0.18 0.61 -0.11  0.0902
N 2.04 -0.17 0.00  -0.3795
H 1.61 -2.09 -0.24  0.2304
H -2.11 -1.58 -0.76  0.2835
H -2.09 -1.17 1.06  0.2849
H -2.22 0.87 -0.90  0.2430
H -2.02 1.37 0.76  0.2625
H 1.62 1.94 -0.64  0.2530
H 1.37 1.68 0.90  0.2377
H 3.11 -0.28 0.07  0.4701



Record 4
Computed, not measured: a single C6H8N2 molecule in a non-equilibrium geometry, with ωB97M-V/def2-TZVPD.

Properties
2S+1	1
energy above the lowest of the compared OMol25 structures with the same formula, charge and spin	229.6	kJ/mol
lowest unoccupied orbital energy	1.11	eV
total charge	0
SMILES	C1=C[C@@H]2CNN=C2C1

Last column: natural (NBO) charge in e.
CARTESIAN COORDINATES (ANGSTROEM)
C 1.60 0.93 -0.21  -0.2242
C 0.10 -0.80 0.14  0.1922
C -1.23 -1.34 -0.02  -0.4855
C -1.99 -0.04 -0.17  -0.1510
C -1.26 1.05 -0.03  -0.1987
C 0.13 0.64 0.37  -0.3297
H 1.50 1.17 -1.28  0.1797
H 2.12 1.74 0.31  0.2050
H 3.04 -0.68 -0.47  0.3670
H -1.63 -1.77 0.94  0.2239
H -1.56 -2.05 -0.75  0.2440
H -3.03 -0.01 -0.09  0.2040
H -1.64 2.08 -0.25  0.2235
H 0.37 0.90 1.48  0.2181
N 2.24 -0.44 0.10  -0.4568
N 1.24 -1.38 -0.06  -0.2114



Record 5
Computed, not measured: a single C6H8N2 molecule in a non-equilibrium geometry, with ωB97M-V/def2-TZVPD.

Properties
2S+1	1
energy above the lowest of the compared OMol25 structures with the same formula, charge and spin	744.3	kJ/mol
lowest unoccupied orbital energy	-0.53	eV
total charge	0
SMILES	C#C/C=N\N=C\CC

Last column: natural (NBO) charge in e.
CARTESIAN COORDINATES (ANGSTROEM)
C 1.83 1.28 -0.02  -0.6560
C 2.27 -0.20 0.05  -0.4771
C 1.04 -1.23 0.06  0.1647
C -2.38 -1.18 0.13  -0.0297
C -3.03 0.12 0.07  -0.0709
C -3.85 1.13 -0.06  -0.1555
H 2.65 2.01 -0.51  0.2174
H 1.77 1.84 1.10  0.2244
H 0.93 1.68 -0.79  0.2568
H 2.99 -0.33 0.83  0.2271
H 2.96 -0.60 -0.87  0.2180
H 1.23 -2.39 0.30  0.2069
H -3.11 -2.19 0.08  0.2350
H -4.15 2.01 0.04  0.1850
N -0.07 -0.57 -0.19  -0.3044
N -1.08 -1.38 -0.24  -0.2419



Record 6
Computed, not measured: a single C6H8N2 molecule in a non-equilibrium geometry, with ωB97M-V/def2-TZVPD.

Properties
2S+1	1
energy above the lowest of the compared OMol25 structures with the same formula, charge and spin	302.9	kJ/mol
lowest unoccupied orbital energy	1.02	eV
total charge	0
SMILES	C1=C[C@@H]2CN2C=NC1

Last column: natural (NBO) charge in e.
CARTESIAN COORDINATES (ANGSTROEM)
C 0.20 1.31 1.21  -0.3141
C 0.92 0.03 1.51  -0.1593
C 1.02 -1.08 0.83  -0.2341
C -0.06 -1.18 -0.17  -0.0950
C -0.15 -1.38 -1.67  -0.2249
C -0.96 0.89 -0.86  0.2707
H 0.90 2.07 0.97  0.2248
H -0.26 1.65 2.16  0.2138
H 1.57 0.14 2.41  0.2057
H 1.74 -1.87 1.08  0.2198
H -1.02 -1.43 0.34  0.1950
H -1.07 -1.91 -1.98  0.2000
H 0.77 -1.66 -2.24  0.2061
H -1.67 1.12 -1.64  0.1746
N -0.08 -0.09 -1.10  -0.4386
N -0.88 1.56 0.21  -0.4444



Record 7
Computed, not measured: a single C6H8N2 molecule in a non-equilibrium geometry, with ωB97M-V/def2-TZVPD.

Properties
2S+1	1
energy above the lowest of the compared OMol25 structures with the same formula, charge and spin	105.6	kJ/mol
lowest unoccupied orbital energy	1.03	eV
total charge	0
SMILES	C=Cn1ccc(C)n1

Last column: natural (NBO) charge in e.
CARTESIAN COORDINATES (ANGSTROEM)
N 0.86 -0.61 -0.28  -0.2523
C -0.02 -0.68 -1.26  0.1556
C 0.46 1.26 2.86  -0.4652
C -1.15 0.20 -0.95  -0.3232
C 1.01 0.50 1.84  0.0166
C -0.88 0.76 0.26  -0.0394
N 0.35 0.23 0.65  -0.2112
C 0.06 -1.54 -2.47  -0.6425
H -0.53 1.63 2.76  0.1893
H 1.00 1.43 3.80  0.2166
H -1.99 0.38 -1.60  0.2243
H 2.03 0.13 1.96  0.2259
H -1.43 1.52 0.77  0.2244
H 0.56 -0.99 -3.31  0.2262
H -0.95 -1.75 -2.77  0.2212
H 0.61 -2.47 -2.24  0.2339



Record 8
Computed, not measured: a 2-piece molecular cluster, C6H8N2O overall in a non-equilibrium geometry, with ωB97M-V/def2-TZVPD.

Properties
2S+1	1
energy above the lowest of the compared OMol25 structures with the same formula, charge and spin	602.0	kJ/mol
lowest unoccupied orbital energy	0.60	eV
total charge	0

Last column: natural (NBO) charge in e.
CARTESIAN COORDINATES (ANGSTROEM)
C 0.28 1.68 0.33  0.2386
C -1.53 -0.84 1.04  0.6923
C 0.43 -1.65 -0.59  -0.3490
C -0.89 -1.88 -1.18  -0.3579
C -0.81 -0.97 0.01  -0.4047
C 0.68 1.55 1.71  -0.7072
N 0.63 1.79 -0.80  -0.0266
N 0.46 1.82 -2.02  -0.5889
O -2.29 -0.54 1.87  -0.4821
H 0.81 -2.40 0.10  0.2160
H 1.22 -1.02 -0.91  0.2318
H -1.26 -1.27 -1.97  0.2420
H -1.28 -2.94 -1.14  0.2194
H 1.17 2.50 1.97  0.2577
H 1.30 0.65 1.80  0.2263
H -0.19 1.18 2.34  0.2564
H 1.26 2.33 -2.56  0.3359